Record 1
Here is a 9-piece molecular cluster, C48H40O30 overall from the OMol25 dataset. Energies are from ωB97M-V/def2-TZVPD.

Last column: Mulliken charge in e.
CARTESIAN COORDINATES (ANGSTROEM)
O 2.64 -5.46 -4.71  -0.603
O 4.04 0.79 -1.96  -0.590
O -3.24 2.11 4.38  -0.714
O 0.86 -0.69 1.06  -0.316
O 2.39 -1.72 3.60  -0.293
O 0.38 1.93 -7.27  -0.569
O -0.81 -3.74 7.56  -0.560
O -4.38 -1.68 0.72  -0.365
O -5.07 5.11 0.95  -0.452
O 5.86 2.98 -2.00  -0.558
O -3.75 3.57 -0.98  -0.688
O 0.47 -0.17 -9.13  -0.476
O -3.65 -0.70 -4.50  -0.724
O 6.99 -1.16 0.03  -0.565
O 1.58 -2.85 8.26  -0.476
O 4.52 -1.87 1.02  -0.698
O 1.42 3.38 1.25  -0.813
O -4.16 1.13 0.08  -0.171
O -6.37 6.36 2.97  -0.548
O -1.21 -2.94 -5.40  -0.672
O 2.07 -3.68 -0.12  -0.487
O 0.13 -3.00 2.79  -0.334
O -4.36 3.64 6.39  -0.500
O -3.17 1.77 -5.53  -0.563
O 6.45 3.16 2.48  -0.602
O 4.28 2.19 3.73  -0.462
O 3.28 5.28 1.35  -0.516
O 2.89 -2.95 -5.54  -0.750
O 2.45 -1.16 -1.04  0.853
O -0.83 -1.02 -3.59  -0.135
C -0.52 -0.79 -4.99  -0.120
C -3.71 2.65 -1.72  0.621
C -1.15 0.11 2.18  -1.125
C 3.46 4.21 0.56  -0.043
C 6.05 2.01 2.18  0.788
C 6.25 -0.20 0.88  0.215
C 2.11 -2.21 5.84  -0.947
C -0.28 -0.10 0.96  0.247
C -4.90 4.71 2.21  0.377
C -0.49 -1.72 -7.28  -0.869
C 0.00 -0.34 -7.75  0.577
C 0.06 0.84 -6.83  0.554
C 2.50 -4.46 -3.76  0.365
C 4.13 0.31 2.11  0.518
C -4.37 -2.82 0.92  0.459
C -3.98 1.25 -1.28  0.376
C -3.47 2.79 -3.18  -0.906
C 2.26 -4.71 -2.19  -1.167
C 4.83 1.55 2.64  0.496
C 2.80 -3.11 -4.30  0.735
C 4.93 2.94 -1.23  0.260
C -4.06 0.15 -2.34  -0.397
C 1.72 -2.32 4.48  0.897
C 4.93 -0.70 1.37  0.581
C 2.64 2.14 -0.42  -0.419
C 6.81 1.16 1.37  -1.094
C -3.06 -3.37 1.46  -0.343
C -3.85 3.15 4.02  0.812
C -0.81 0.13 -0.44  -1.455
C -0.40 -3.42 5.21  -0.926
C 1.09 -2.74 6.97  0.711
C -5.65 5.03 4.67  -1.009
C 2.53 -2.21 -1.80  0.556
C 2.27 -3.56 -1.30  1.276
C -0.80 -1.91 -5.90  1.029
C 0.47 -2.98 4.15  0.266
C -3.35 1.68 -4.20  0.261
C -0.19 0.68 -5.46  -0.720
C -4.52 3.91 5.10  0.024
C 3.84 1.95 -1.22  0.452
C -5.71 5.38 3.26  0.596
C -4.03 3.54 2.67  0.059
C -5.66 -3.73 0.64  -1.593
C 2.78 -2.06 -3.34  -0.734
C -0.13 -3.31 6.62  0.144
C 4.74 4.02 -0.26  -0.721
C 2.48 3.27 0.45  1.292
C -3.73 0.32 -3.70  1.042
H -0.10 1.51 -4.71  0.456
H -6.43 -3.73 1.29  0.457
H 0.18 -1.01 -9.60  0.343
H -6.00 5.64 5.33  0.602
H -2.36 -2.58 1.01  -0.238
H -3.28 2.89 2.02  -0.005
H 5.45 4.85 -0.30  0.449
H -0.71 -0.12 3.10  0.220
H -2.83 -4.34 1.08  0.557
H 2.97 -0.95 -3.60  0.322
H 3.64 -0.04 -1.80  0.308
H 3.49 1.77 3.97  0.318
H -1.31 -3.85 4.93  0.562
H 2.20 -1.40 -0.06  -0.427
H -5.28 -4.70 0.97  0.375
H -2.90 0.96 -5.92  0.351
H -4.61 0.42 0.26  0.329
H -4.39 -0.87 -1.86  0.244
H 3.14 -0.09 2.50  -0.336
H -3.94 2.74 6.32  0.392
H -1.29 1.19 2.42  0.217
H -6.16 -3.87 -0.22  0.433
H -0.66 -2.55 -7.88  0.428
H 2.45 5.26 1.65  0.321
H -4.74 4.62 0.20  0.477
H 2.33 -2.14 8.31  0.367
H 2.98 -1.72 5.94  0.558
H 6.63 -2.04 0.08  0.348
H -1.10 1.06 -0.44  0.927
H 1.90 1.35 -0.41  0.295
H -1.95 -0.55 1.92  0.233
H -3.28 -3.22 2.56  0.193
H 7.68 1.36 0.88  0.557
H 2.07 -5.81 -1.98  0.339
H 0.83 -2.60 2.43  -0.079
H -1.68 -0.28 -0.83  0.804
H -1.23 -1.74 -3.75  0.186
H -0.07 0.08 -1.28  -0.169
H 2.95 -5.06 -5.66  0.427
H -3.21 3.86 -3.76  0.206

Charge = 0
HOMO-LUMO gap = 5.8 eV
ΔE to the lowest compared entry with this formula, charge and spin = 16.0 kcal/mol

---

Record 2
Here is C48H41AuNO6P2 as an isolated structure from the OMol25 dataset. Energies are from ωB97M-V/def2-TZVPD.

Last column: Mulliken charge in e.
CARTESIAN COORDINATES (ANGSTROEM)
Au -1.32 -0.60 1.93  0.689
P 1.21 -0.36 -0.13  0.258
P 3.65 -0.21 2.21  -0.684
O -0.99 -2.61 1.83  -0.693
O -1.72 1.37 2.17  -0.728
O -2.01 -4.58 2.04  -0.708
O 0.13 1.98 3.31  -0.762
O -3.98 6.70 4.32  -0.502
O -4.81 5.39 2.61  -0.511
N -2.14 -2.68 -1.04  0.414
C 4.40 1.42 1.84  0.676
C 1.91 -0.10 1.60  0.056
C 4.16 1.52 -2.41  -1.015
C 5.50 -3.61 -0.34  -0.486
C 3.62 2.57 1.98  -0.539
C 4.18 3.83 1.83  -0.379
C 5.39 -1.24 0.11  0.129
C -3.10 5.68 4.05  1.035
C 5.53 3.97 1.57  -0.610
C -3.60 4.88 3.04  0.645
C -3.29 -2.82 1.10  -0.144
C 5.77 1.58 1.67  -0.635
C -2.10 -3.03 -2.40  -0.010
C 0.49 2.45 -0.01  0.180
C -1.86 1.99 -1.42  -0.831
C -2.81 -4.36 -4.29  1.105
C -4.49 -2.11 -0.87  -0.719
C -1.01 2.17 2.89  0.424
C 0.19 1.15 -0.43  0.257
C 2.80 -0.89 -2.34  -0.463
C -1.90 5.41 4.66  -1.033
C -4.44 -2.65 1.85  -0.496
C -1.18 -2.61 -4.59  -1.074
C 4.38 0.57 -3.40  -0.506
C -1.98 -3.61 -5.12  -0.873
C -5.63 -1.93 -0.10  -0.668
C -2.86 -4.10 -2.92  1.212
C 3.24 1.27 -1.40  0.030
C -5.12 6.46 3.49  -0.225
C -3.64 -5.47 -4.89  -1.661
C 4.53 -3.83 0.64  -0.698
C 4.43 -1.45 1.09  0.621
C 2.55 0.06 -1.34  0.501
C -2.94 3.77 2.59  -0.951
C 3.71 -0.64 -3.36  -0.778
C -1.21 4.28 4.21  -0.426
C 5.92 -2.31 -0.59  -0.766
C -1.25 -2.31 -3.24  -0.558
C -3.66 -5.00 -2.01  -1.473
C -0.38 3.49 -0.28  -0.850
C -5.61 -2.19 1.26  -0.712
C 6.33 2.84 1.51  -0.611
C -3.30 -2.55 -0.28  0.839
C -1.72 3.47 3.21  0.371
C -1.56 3.27 -0.98  -0.703
C 4.02 -2.76 1.35  -0.501
C -2.03 -3.40 1.71  0.403
C -0.99 0.94 -1.14  -0.530
H -2.79 1.79 -1.95  0.441
H 6.67 -2.13 -1.36  0.377
H 4.19 -4.83 0.85  0.409
H 4.69 2.46 -2.43  0.428
H 6.42 0.71 1.68  0.628
H 3.55 4.71 1.94  0.438
H -3.24 -5.01 -1.00  0.325
H -1.94 -3.84 -6.18  0.312
H 3.88 -1.39 -4.12  0.439
H -2.25 4.08 -1.17  0.388
H -6.50 -2.03 1.86  0.397
H -1.52 6.04 5.45  0.412
H -1.27 -2.44 -0.59  0.014
H 7.40 2.93 1.36  0.407
H -4.68 -5.40 -4.58  0.321
H 5.09 0.77 -4.20  0.383
H 1.45 -0.94 2.13  0.365
H -1.25 -0.07 -1.46  0.422
H -0.65 -1.52 -2.83  0.393
H -4.41 -2.88 2.91  0.466
H -0.26 4.01 4.65  0.525
H -3.64 -6.02 -2.38  0.523
H -0.52 -2.04 -5.24  0.448
H 3.28 -2.94 2.13  0.360
H -3.59 -5.44 -5.97  0.386
H -4.51 -1.92 -1.94  0.498
H -5.34 7.36 2.91  0.229
H 3.08 2.03 -0.65  0.366
H -6.54 -1.57 -0.57  0.406
H -3.33 3.14 1.80  0.577
H 5.71 -0.24 -0.15  0.459
H 2.56 2.48 2.23  0.628
H 5.96 4.95 1.42  0.383
H 1.44 0.78 2.03  -0.366
H -0.15 4.49 0.07  0.417
H 1.38 2.65 0.57  0.279
H 5.91 -4.44 -0.89  0.377
H -3.27 -6.45 -4.56  0.345
H -4.70 -4.68 -1.93  0.303
H 2.29 -1.84 -2.30  0.516
H -5.98 6.20 4.11  0.247

Charge = -1
HOMO-LUMO gap = 7.6 eV
ΔE to the lowest compared entry with this formula, charge and spin = 13.2 kcal/mol